Record 1
This record from the Open Molecules 2025 dataset describes a molecular structure, C33H44CrGeN4O3Se. The level of theory is ωB97M-V/def2-TZVPD.

Values from the calculation:
ΔE to the lowest compared entry with this formula, charge and spin: 0.0764 eV
Spin multiplicity: 2
Maximum force: 0.0079 Eh/bohr
Expectation value of S²: 0.760
HOMO energy (alpha / beta): -4.23 / -4.26 eV
Orbital gap (alpha / beta): 6.85 / 6.88 eV
Total charge: -1

XYZ file:
```
87
C33H44CrGeN4O3Se (ωB97M-V/def2-TZVPD)
Cr 0.32464 -0.54859 -0.16534
C -0.44939 -0.96510 -3.25744
N -0.34273 -1.51414 -1.90926
C -0.75835 -2.71517 -1.70009
C -0.70198 -3.21501 -0.36917
C -0.99895 -4.43086 0.23102
C -0.72927 -4.25130 1.59853
C -0.27987 -2.94367 1.75430
N -0.26637 -2.30916 0.56553
C 0.24104 -1.80666 -4.29511
C -0.48000 -2.44099 -5.29704
C 0.15836 -3.22240 -6.25172
C 1.53257 -3.38297 -6.20694
C 2.26439 -2.75989 -5.20266
C 1.62213 -1.98246 -4.25638
H -0.02756 0.04321 -3.22237
H -1.50683 -0.84157 -3.51713
H -1.14112 -3.33088 -2.51673
H -1.35552 -5.32182 -0.25984
H -0.84664 -4.98178 2.38284
H 0.00274 -2.41632 2.65129
H -1.55556 -2.31387 -5.33493
H -0.41959 -3.70731 -7.02671
H 2.03408 -3.99169 -6.94782
H 3.33911 -2.88040 -5.15554
H 2.19054 -1.50211 -3.47126
C 3.42267 1.02373 4.43743
C 2.10762 1.71491 4.75767
C 1.25142 1.97653 3.51211
C -0.09852 2.62161 3.92893
C -0.93279 3.18785 2.79185
C 1.97011 2.97370 2.62386
O 2.51821 3.96914 3.04642
N 1.92160 2.71657 1.27547
C 1.41596 1.55815 0.72969
O 1.37693 1.41646 -0.50533
N 0.96583 0.54173 1.48059
C 0.90651 0.63946 2.83782
O 0.53610 -0.28259 3.54099
H 3.99157 0.82324 5.34620
H 4.04613 1.64633 3.79391
H 3.25771 0.06829 3.93764
H 2.29331 2.68080 5.23068
H 1.51297 1.10991 5.44329
H 0.13252 3.39613 4.66641
H -0.65348 1.83960 4.45245
H -0.43697 4.02926 2.30545
H -1.88225 3.55312 3.18586
H -1.16424 2.44196 2.02687
H 2.30214 3.40583 0.64297
C 4.97960 -1.82041 -1.92600
Ge 3.70541 -0.47745 -1.25620
C 4.62575 0.45799 0.20537
C 3.47012 0.80514 -2.72659
C 2.14200 -1.39077 -0.56439
H 5.87393 -1.34364 -2.32652
H 4.51787 -2.41348 -2.71690
H 5.27390 -2.50144 -1.12845
H 5.64305 0.70672 -0.10242
H 4.67905 -0.17209 1.09320
H 4.12565 1.38404 0.48215
H 4.23115 1.57959 -2.61229
H 2.49334 1.28032 -2.70471
H 3.62189 0.33643 -3.69876
H 2.41657 -1.69082 0.45762
H 1.99256 -2.31782 -1.12463
C -7.28527 1.58531 1.71451
C -5.89933 1.46222 1.14845
C -5.01250 0.50227 1.60625
C -3.73554 0.35474 1.07326
C -2.83282 -0.70300 1.62429
C -3.31095 1.19882 0.04188
Se -1.55378 1.20476 -0.71674
C -4.19991 2.18783 -0.42967
C -3.81360 3.15118 -1.51225
C -5.46680 2.29732 0.12741
H -7.36525 1.08196 2.67864
H -8.03339 1.14159 1.05289
H -7.56613 2.63000 1.86111
H -5.31498 -0.16396 2.40777
H -3.34402 -1.29641 2.38187
H -1.93414 -0.27081 2.07432
H -2.48651 -1.37393 0.83949
H -2.94961 3.75036 -1.22055
H -4.64694 3.81784 -1.73849
H -3.51857 2.63264 -2.42599
H -6.13274 3.06819 -0.24818
```

Mulliken atomic charge list, values in e, 5 entries: -0.202, -1.415, 1.142, 0.030, -0.507

=====

Record 2
This record from the Open Molecules 2025 dataset describes 2 unconnected molecules or ions with the total composition C33H44N3O2 at a distorted geometry. The level of theory is ωB97M-V/def2-TZVPD.

Values from the calculation:
ΔE to the lowest compared entry with this formula, charge and spin: 1.6096 eV
Maximum force: 0.0404 Eh/bohr
HOMO energy: -8.48 eV
Orbital gap: 3.88 eV
Total charge: +1

XYZ file:
```
82
C33H44N3O2 (ωB97M-V/def2-TZVPD)
C 2.16749 0.76623 5.22126
O 1.53254 -0.09132 4.25307
C 0.77690 -1.07014 4.78463
O 0.48597 -1.12910 5.96692
C 0.37232 -2.13678 3.77857
C 1.17532 -3.43059 4.05323
C 0.17270 -4.49183 4.48390
C -1.21899 -3.88854 4.24364
N -1.00635 -2.48446 3.97687
C -2.04290 -1.62197 3.83507
C -2.00978 -0.24364 3.99121
C -3.18850 0.38567 4.65513
C -4.56981 -0.25025 4.33560
C -4.49442 -1.33644 3.25626
C -3.37616 -2.31686 3.59471
H 2.99802 1.22431 4.67652
H 1.44474 1.52401 5.55086
H 2.51665 0.16981 6.07380
H 0.57787 -1.73122 2.77069
H 1.65238 -3.69856 3.11013
H 1.95466 -3.27871 4.80773
H 0.26733 -5.39589 3.87772
H 0.30270 -4.75952 5.53973
H -1.68422 -4.37188 3.36925
H -1.88812 -4.06110 5.10188
H -1.11575 0.35783 3.80490
H -3.08754 0.30793 5.76157
H -3.21788 1.45647 4.43362
H -4.95071 -0.73300 5.24914
H -5.27679 0.54702 4.06792
H -5.44860 -1.87628 3.19867
H -4.30269 -0.85997 2.28618
H -3.30803 -3.06104 2.77853
H -3.66501 -2.83281 4.53070
C 3.56166 7.95394 7.71719
C 4.85599 7.16549 7.46354
C 4.51518 6.15136 6.35958
N 3.28738 6.63871 5.74814
C 2.73310 6.06187 4.64301
C 3.09129 4.74312 4.24487
C 2.44261 4.11839 3.19783
C 1.35621 4.74618 2.50570
C 0.65490 4.12299 1.41339
C 0.38676 4.80915 0.17632
C 1.26960 5.85502 -0.26364
C 1.04009 6.56024 -1.42771
C -0.09108 6.28754 -2.23143
N -0.27165 7.00943 -3.38164
C -1.58544 7.47676 -3.79871
C -1.31618 8.49762 -4.91782
C 0.19166 8.45330 -5.21128
C 0.82564 7.75568 -4.00391
C -1.00710 5.28982 -1.80047
C -0.74358 4.53214 -0.67131
C 1.01378 6.07268 2.92547
C 1.68328 6.72448 3.94186
C 2.69430 7.77023 6.45859
H 3.03178 7.51419 8.57042
H 3.74565 9.00964 7.93321
H 5.64999 7.83258 7.10698
H 5.21228 6.65031 8.36028
H 5.32472 6.06780 5.61569
H 4.37527 5.14557 6.79975
H 3.85194 4.21120 4.81980
H 2.78380 3.13653 2.85942
H 0.33981 3.08767 1.52890
H 2.16863 6.09351 0.30432
H 1.69852 7.37745 -1.71822
H -2.22523 6.64176 -4.12648
H -2.12010 7.96736 -2.96209
H -1.92868 8.27748 -5.79502
H -1.58836 9.48838 -4.53982
H 0.39677 7.87228 -6.11491
H 0.61246 9.45082 -5.34494
H 1.23709 8.52546 -3.31868
H 1.67530 7.11337 -4.29641
H -1.91311 5.12753 -2.38624
H -1.41086 3.70956 -0.40324
H 0.18130 6.56765 2.42291
H 1.40183 7.74153 4.23277
H 1.64063 7.59852 6.73796
H 2.71168 8.67982 5.83274
```

Mulliken atomic charge list, values in e, 5 entries: -0.675, -0.283, -0.304, -0.582, 0.544